[1]
DFT (the ωB97M-V functional and the def2-TZVPD basis) results for a molecular structure, C10H18Cl2LuN2 in a non-equilibrium geometry.

As for the HOMO-LUMO gap: 4.68 eV. For the max |F|, the calculation gives 4.15 eV/Å. The net charge is -1.

Geometry (Å):
Lu -0.2321 -0.5240 -0.7437
Cl 0.1192 0.6247 -2.8634
Cl -1.3611 -2.4627 0.2970
C 1.4103 -1.9355 -1.1353
H 1.3799 -2.9273 -0.6751
H 1.8594 -1.9494 -2.1321
C 1.5191 -0.0367 0.6678
C 2.2415 -0.9610 -0.1975
H 0.7363 -0.5652 1.2754
C 3.3723 -0.2653 -1.0107
H 2.7456 -1.6306 0.5297
C 4.3316 0.4165 -0.0338
H 3.9183 -0.9889 -1.6358
H 2.9349 0.4848 -1.6854
C 3.6112 1.4409 0.8379
H 4.7815 -0.3714 0.5882
H 5.1535 0.8855 -0.5827
C 2.3470 0.8751 1.5172
H 4.2972 1.7875 1.6167
H 3.3603 2.3246 0.2342
H 2.6730 0.2974 2.4075
H 1.7444 1.6991 1.9216
C -5.5731 -0.2348 -1.0001
N -4.7089 0.3781 0.0285
C -5.3497 0.8967 1.2494
C -3.4217 0.4261 -0.1089
N -2.2466 0.4924 -0.2096
H -6.6089 -0.0619 -0.6945
H -5.3811 -1.3147 -1.0821
H -5.3844 0.2316 -1.9763
H -5.0622 0.2981 2.1253
H -5.0403 1.9360 1.4186
H -6.4318 0.8435 1.1003

natural (NBO) population analysis, charges in e, atoms 1 to 8: Lu 1.515; Cl -0.636; Cl -0.676; C -1.015; H 0.206; H 0.201; C -0.677; C -0.267

---

[2]
DFT (the ωB97M-V functional and the def2-TZVPD basis) results for a molecular structure, C5H11N in a non-equilibrium geometry.

As for the HOMO-LUMO gap: 9.24 eV. For the max |F|, the calculation gives 4.82 eV/Å. The net charge is 0.

Geometry (Å):
C -0.2618 -2.7167 0.6061
C -0.4515 -0.1899 0.9365
C -0.1909 0.4071 -0.3748
C -0.0617 1.7520 -0.4654
C 0.4655 2.4153 -1.6200
H -1.2483 -3.2360 1.3920
H -0.5659 -2.5615 -0.6155
H 0.7918 -3.3696 0.6895
H 0.8081 -1.3254 2.1714
H -1.5595 -0.4509 1.1623
H -0.0999 0.5486 1.6740
H 0.1753 -0.1918 -1.2972
H -0.3060 2.3057 0.4891
H 1.2922 3.5833 -0.8540
H 1.4545 1.5278 -2.5910
H -0.6506 2.8417 -2.4242
N 0.4087 -1.3396 1.1213

natural (NBO) population analysis, charges in e, atoms 1 to 8: C -0.475; C -0.268; C -0.171; C -0.343; C -0.563; H 0.195; H 0.226; H 0.225

---

no.,LUMO energy (hartree),energy (eV),highest occupied orbital energy (Eh)
1,0.0845,-72310.049,-0.08734
2,0.0168,-6844.258,-0.32278